No. 1
# C3H2FOTb

A molecular structure, C3H2FOTb in a non-equilibrium geometry (ωB97M-V/def2-TZVPD, OMol25).

Values from the calculation:
Net charge   +2
Multiplicity   7
E   -1114.17849 Eh

CARTESIAN COORDINATES (ANGSTROEM)
C (0.9740, 0.0087, 2.0096)
Tb (-0.8088, -0.2304, -3.0476)
H (1.8546, 0.0123, 1.3672)
H (-1.0266, 0.7563, 2.2503)
C (-0.2615, 0.3063, 1.6202)
F (1.2344, -0.2416, 3.2971)
O (-0.5680, 0.3386, 0.2578)
C (-0.1607, -0.6113, -0.5349)

No. 2
# C3H2FeO3

A molecular structure, C3H2FeO3 in a non-equilibrium geometry (ωB97M-V/def2-TZVPD, OMol25).

Values from the calculation:
Net charge   +2
Multiplicity   7
Energy relative to the best compared isomer or geometry (same formula, charge and spin)   49.18 kcal per mole

CARTESIAN COORDINATES (ANGSTROEM)
O (-1.7222, -1.5091, 0.9316)
H (2.9478, 0.5242, -0.4890)
Fe (0.0980, -1.1937, 1.5312)
H (-1.4175, 1.1866, -1.0772)
O (2.1312, 0.0905, -0.2093)
C (1.0925, 0.7929, -0.5800)
O (0.1009, 0.3339, 0.1889)
C (-2.0121, -0.5907, 0.1026)
C (-1.2186, 0.3654, -0.3989)

No. 3
# C3H2HgO3

A molecular structure, C3H2HgO3 in a non-equilibrium geometry (ωB97M-V/def2-TZVPD, OMol25).

Values from the calculation:
Net charge   -1
Multiplicity   2
Energy relative to the best compared isomer or geometry (same formula, charge and spin)   59.06 kcal per mole

CARTESIAN COORDINATES (ANGSTROEM)
C (-0.8953, -0.5126, 0.1769)
C (1.4973, -0.0108, 0.1761)
O (-1.9094, 0.1737, -0.0473)
O (-0.0786, -0.2013, 1.1438)
H (0.7158, 1.6888, 0.0421)
Hg (-1.8164, 2.1540, 0.8261)
C (1.2479, -1.0134, -0.6958)
O (-0.1978, -1.0120, -0.8476)
H (2.4281, 0.0921, 0.7333)

No. 4
# C3H2I2N2O

A molecular structure, C3H2I2N2O in a non-equilibrium geometry (ωB97M-V/def2-TZVPD, OMol25).

Values from the calculation:
Energy relative to the best compared isomer or geometry (same formula, charge and spin)   53.68 kcal per mole

CARTESIAN COORDINATES (ANGSTROEM)
C (0.0877, -0.1621, 0.1317)
H (-1.6594, 0.6845, 1.5990)
I (-0.1814, 0.3599, -2.8306)
C (0.5406, 0.8964, -0.8567)
C (-0.9198, -0.0887, 1.0801)
O (-0.2159, -2.1335, 0.9400)
N (-1.0409, -1.2973, 1.5388)
N (0.4820, -1.3903, 0.0101)
H (0.2211, 1.9932, -0.6836)
I (2.6859, 1.1378, -0.9287)

No. 5
# C3H2I6O3

A molecular structure, C3H2I6O3 in a non-equilibrium geometry (ωB97M-V/def2-TZVPD, OMol25).

Values from the calculation:
Energy relative to the best compared isomer or geometry (same formula, charge and spin)   0.00 kcal per mole

CARTESIAN COORDINATES (ANGSTROEM)
C (0.6840, -0.3904, 0.0838)
H (0.4972, 0.5672, -0.3594)
O (2.4673, 0.3235, 1.4023)
I (4.7895, -2.8027, -0.8229)
I (5.1966, 0.6728, 1.3344)
O (-0.1290, -1.4207, -0.3105)
I (3.7045, -0.8238, -2.1725)
O (4.1845, 2.6642, 3.2890)
C (4.0152, 1.8718, 2.4446)
I (1.5130, -2.3123, 2.2216)
H (-0.6194, -1.4483, -1.1401)
I (3.4734, 3.5505, -0.7117)
I (1.2678, 3.3410, 0.8460)
C (1.5880, -0.4909, 1.1166)

No. 6
# C3H2IN

A molecular structure, C3H2IN in a non-equilibrium geometry (ωB97M-V/def2-TZVPD, OMol25).

Values from the calculation:
Energy relative to the best compared isomer or geometry (same formula, charge and spin)   67.39 kcal per mole

CARTESIAN COORDINATES (ANGSTROEM)
N (1.3401, 0.1202, 0.0842)
C (0.7310, -0.9727, 0.0078)
H (1.1402, -2.0027, -0.1264)
C (-0.7799, -0.0234, 0.0640)
I (-2.8561, -0.1708, 0.0324)
C (0.1174, 0.9769, -0.0111)
H (0.3073, 2.0724, -0.0509)

No. 7
# C3H2IN2

A molecular structure, C3H2IN2 in a non-equilibrium geometry (ωB97M-V/def2-TZVPD, OMol25).

Values from the calculation:
Net charge   +1
Energy relative to the best compared isomer or geometry (same formula, charge and spin)   39.63 kcal per mole

CARTESIAN COORDINATES (ANGSTROEM)
C (0.0265, -0.2410, -0.2437)
I (-2.8117, -1.2564, -1.8349)
H (0.4488, -0.5521, 0.7134)
H (-0.3892, 0.8301, -0.1773)
N (1.4717, -0.1672, -0.9235)
C (1.1157, -0.6708, -1.9772)
C (-0.8381, -0.9244, -1.6477)
N (0.0407, -1.0533, -2.6535)

No. 8
# C3H2INS

A molecular structure, C3H2INS in a non-equilibrium geometry (ωB97M-V/def2-TZVPD, OMol25).

Values from the calculation:
Energy relative to the best compared isomer or geometry (same formula, charge and spin)   51.56 kcal per mole

CARTESIAN COORDINATES (ANGSTROEM)
N (0.3565, 2.0586, 0.8079)
H (1.0854, 0.2294, -0.1713)
I (-4.5804, 0.5310, 0.6592)
C (-1.8447, 1.1799, 0.4686)
H (-1.1008, -0.5697, -0.5570)
S (-1.1370, 2.6005, 1.0447)
C (-0.9405, 0.2571, 0.0354)
C (0.3597, 0.8351, 0.2645)